31
Properties=species:S:1:pos:R:3:forces:R:3:nbo_charge:R:1 method="wB97M-V/def2-TZVPD" orbital_gap_ev=6.46 e_above_lowest_kcal_mol=0.0 lumo_energy_ev=-1.54 homo_ev=-8.00
C 0.5308 0.8467 5.1783 0.1 1.1 0.1 -0.614
C 0.4525 -0.6367 5.2707 0.7 -0.8 0.5 -0.598
H 1.4747 1.1474 4.7217 0.0 0.2 0.0 0.203
H 0.4830 1.2882 6.1786 0.0 0.1 -0.1 0.194
H -0.2998 1.2603 4.5880 0.2 -0.1 0.1 0.211
H 0.6361 -1.0566 4.2793 -0.1 -0.3 0.1 0.192
H 1.2676 -1.0295 5.9648 -1.3 0.3 -0.8 0.196
H -0.5630 -0.8918 5.5897 0.4 -0.5 0.1 0.211
C -0.1061 2.7214 -0.9064 -0.1 -0.8 -1.4 0.060
C 0.2601 3.4469 -2.0461 -0.3 -0.3 -0.2 -0.222
C 0.2675 2.8112 -3.2986 0.1 -0.5 0.4 -0.145
C -0.0437 1.4583 -3.3715 -0.3 -0.8 0.6 -0.205
H -0.1841 3.1755 0.0911 0.1 -0.2 -0.5 0.225
H 0.4823 4.4986 -1.9842 0.1 0.1 0.1 0.237
H 0.5750 3.2929 -4.2290 -0.2 0.2 0.5 0.237
H -0.0727 0.9036 -4.3036 0.2 0.5 0.0 0.218
N -0.3893 1.4016 -1.0143 0.1 0.2 -0.7 -0.550
C -0.3387 0.7347 -2.1968 0.3 1.3 0.2 0.148
C -0.4926 -0.7720 -2.2040 -0.2 -1.3 0.3 0.263
N -0.6204 -1.4281 -1.0208 0.0 -0.3 -0.8 -0.578
C -0.6165 -2.7808 -0.9315 -0.1 1.0 -1.2 0.054
C -0.3979 -2.9136 -3.3459 0.0 0.8 0.4 -0.130
C -0.4670 -3.5393 -2.0908 -0.1 -0.1 -0.4 -0.230
H -0.7537 -3.2214 0.0686 0.2 0.2 -0.6 0.228
H -0.4204 -4.6142 -2.0438 0.0 -0.2 0.1 0.236
C -0.4361 -1.5221 -3.3937 0.1 0.6 0.6 -0.242
H -0.3762 -0.9627 -4.3177 0.0 -0.5 -0.1 0.219
H -0.2861 -3.4368 -4.2999 -0.1 -0.2 0.6 0.236
Sr -0.1243 -0.0614 0.8943 0.3 0.0 2.8 1.733
I 2.9896 -0.0375 1.4415 -0.4 0.0 -0.2 -0.887
Br -2.4305 -0.0829 2.7320 0.3 0.0 -0.4 -0.900

68
Properties=species:S:1:pos:R:3:forces:R:3:nbo_charge:R:1 method="wB97M-V/def2-TZVPD" orbital_gap_ev="9.27 / 4.25" spin_multiplicity=2 lumo_energy_ev="-1.25 / -6.28" homo_ev="-10.53 / -10.53"
Cu -2.0545 3.5128 0.0882 0.7 -0.4 -0.2 0.943
Mg 1.8975 0.6908 1.8450 0.3 -0.6 -1.3 1.843
C 2.2031 4.9940 1.4352 -2.3 -0.5 -1.3 0.758
F 2.4800 4.7587 0.1557 -0.1 0.0 -0.5 -0.315
F 3.2734 4.7394 2.1082 1.0 0.3 1.3 -0.287
F 1.7593 6.2606 1.5318 0.6 -0.9 0.5 -0.301
S 0.8185 3.7808 1.9410 -1.3 1.5 2.3 2.345
O 1.3594 2.4578 1.7004 1.4 -0.1 -0.4 -1.151
O 0.5577 3.9813 3.3596 0.4 0.2 -1.5 -0.932
O -0.2854 4.0323 1.0328 0.3 0.7 0.3 -1.052
C -0.8383 -0.5699 -1.7723 1.8 0.4 0.4 0.770
F -0.0595 -1.6483 -1.9393 -0.1 0.7 0.5 -0.309
F -1.1347 -0.1150 -2.9810 -0.7 0.0 0.2 -0.302
F -1.8875 -0.9246 -1.0614 -0.4 0.2 -0.4 -0.307
S 0.0778 0.8903 -0.8984 0.9 0.8 -1.0 2.337
O -0.9753 1.8459 -0.5867 -0.3 -1.0 0.3 -1.065
O 0.7530 0.3258 0.2944 -0.9 -0.4 -1.2 -1.099
O 0.9967 1.4321 -1.8985 -0.6 -1.0 0.9 -0.970
C -1.8151 -0.7369 3.8930 1.2 -0.5 0.4 0.791
F -1.7758 -1.9741 3.3952 -0.1 1.0 0.6 -0.281
F -2.1847 0.1394 3.0054 -0.7 0.2 -0.7 -0.279
F -2.5774 -0.6796 4.9683 0.1 -0.1 -0.2 -0.281
S -0.0548 -0.1806 4.3439 -0.1 -0.4 0.0 2.212
O 0.6039 -1.2130 5.1270 -0.5 0.7 0.1 -0.643
O 0.5887 0.1137 3.0850 -1.2 -0.3 1.4 -0.974
O -0.2228 1.0507 5.1760 0.2 -0.9 -0.2 -0.524
C 5.2719 -1.8272 2.4018 -1.4 -0.4 -0.4 0.730
F 5.6444 -1.2506 1.2641 0.5 0.0 0.0 -0.310
F 5.9648 -2.9350 2.6243 0.1 0.3 -0.1 -0.298
F 5.4292 -0.9756 3.4074 0.3 0.1 0.1 -0.313
S 3.4570 -2.2532 2.2442 0.0 -1.7 0.1 2.307
O 3.1136 -2.8019 3.5529 0.0 1.1 -1.3 -0.939
O 2.8638 -0.9116 1.9236 0.7 -0.5 0.5 -1.176
O 3.3246 -3.1690 1.1171 0.2 1.1 1.0 -0.940
Cl -1.4920 -3.1312 0.7560 0.5 -0.3 0.4 -0.126
C 0.1962 -3.5600 1.3223 -0.5 -0.3 -0.7 -0.359
C 0.5170 -4.9800 0.9240 0.6 0.3 0.2 -0.396
Cl 0.6154 -5.1440 -0.8531 -0.1 -0.1 0.3 -0.056
H 0.2778 -3.4779 2.4055 -0.3 0.2 0.0 0.223
H 0.8564 -2.8642 0.8105 0.0 0.0 0.1 0.246
H -0.1620 -5.7093 1.3623 -0.2 0.1 -0.3 0.221
H 1.5179 -5.1712 1.3113 0.0 -0.1 -0.1 0.247
Cl -6.7147 0.2264 1.4200 -0.1 0.1 0.1 -0.045
C -5.7979 -0.8863 0.3934 0.0 -0.7 0.1 -0.398
C -5.0886 -0.1997 -0.7309 -0.6 0.0 -0.9 -0.394
Cl -3.9632 1.0554 -0.2311 0.4 0.4 0.4 -0.069
H -6.4891 -1.6049 -0.0480 -0.2 0.2 0.0 0.231
H -5.1433 -1.4847 1.0264 0.2 0.3 0.0 0.222
H -5.8048 0.2825 -1.3960 -0.1 0.1 0.2 0.224
H -4.5651 -0.9181 -1.3621 0.2 -0.1 0.3 0.238
Cl -0.8577 4.7776 -1.9338 -0.1 0.2 -0.3 -0.104
C 0.3629 4.7692 -3.2489 0.5 0.6 -0.7 -0.366
C -0.2770 5.0678 -4.6176 -0.3 -0.3 0.5 -0.393
Cl -1.1310 6.6274 -4.6824 -0.2 0.2 0.3 -0.058
H 0.9122 3.8283 -3.2397 -0.4 -0.2 0.0 0.252
H 1.0906 5.5306 -2.9705 -0.2 0.1 0.0 0.225
H -1.0206 4.2991 -4.8228 0.1 0.0 -0.2 0.223
H 0.4177 5.1675 -5.4492 0.4 -0.5 0.4 0.237
C -2.0895 -4.0843 -2.9603 0.5 -0.3 0.2 -0.296
Cl -0.6409 -3.7522 -3.9014 0.0 0.0 -0.2 0.029
Cl -2.2881 -5.8401 -2.8288 -0.4 0.1 -0.1 0.016
Cl -3.4893 -3.2821 -3.6648 -0.2 0.0 0.0 0.005
H -1.9365 -3.7122 -1.9495 0.0 0.0 -0.1 0.241
C 3.0661 -0.4864 -3.3299 0.1 0.7 0.8 -0.297
Cl 2.1285 -1.1394 -4.6511 0.2 -0.2 -0.3 0.025
Cl 4.5881 0.3232 -3.8189 -0.3 -0.4 -0.2 -0.013
Cl 3.3670 -1.6689 -2.0428 0.0 0.0 -0.3 0.021
H 2.4654 0.3017 -2.8821 0.1 -0.2 -0.1 0.258

29
Properties=species:S:1:pos:R:3:forces:R:3:nbo_charge:R:1 method="wB97M-V/def2-TZVPD" orbital_gap_ev=8.72 e_above_lowest_kcal_mol=12.3 smiles="ClN1c2ccccc2C=C2CCC[NH2+][C@@H]21" total_charge=+1 lumo_energy_ev=-3.09 homo_ev=-11.81
C -3.4570 -1.7095 0.5011 -0.3 -0.8 -0.6 -0.215
C -3.7924 -0.3639 0.6461 -1.8 -1.3 1.0 -0.167
C -2.2698 -1.9968 -0.1524 0.7 -0.9 1.0 -0.134
C -2.9752 0.6537 0.2968 0.2 1.3 -0.1 -0.247
C -1.4174 -0.9685 -0.5049 0.1 -0.6 -0.3 -0.150
C -1.7485 0.3448 -0.2985 -1.0 2.1 0.5 0.140
C -0.0979 -1.3488 -0.9012 1.9 -0.6 -0.1 -0.118
C 0.8908 -0.4655 -0.9593 0.2 2.0 -0.4 -0.069
C 2.3808 -0.5921 -1.0405 0.4 -2.0 1.7 -0.430
C 3.0246 -0.2032 0.3295 0.4 3.4 -2.2 -0.393
C 2.6058 1.2243 0.7365 0.6 -0.8 2.4 -0.234
C 0.5718 0.9922 -0.7424 -3.4 -2.0 2.8 0.126
N -0.8421 1.3392 -0.7388 1.5 -0.9 -0.4 -0.396
N 1.1223 1.2857 0.7199 0.8 0.2 -1.1 -0.539
Cl -1.0220 2.9877 -0.3380 -0.6 -0.2 0.0 0.167
H -4.1348 -2.5092 0.8345 0.4 0.5 -0.1 0.241
H -4.7526 -0.0878 1.1161 0.6 -0.4 -0.3 0.232
H -1.6983 -2.9605 -0.2197 -1.7 0.4 0.1 0.224
H -3.4009 1.6378 0.5760 1.1 -0.3 -0.7 0.249
H 0.1980 -2.4074 -0.9768 -0.5 0.4 -0.1 0.236
H 2.5901 -1.7092 -1.0508 0.3 1.4 -1.1 0.250
H 2.8356 0.0961 -1.7420 0.0 -0.6 -0.9 0.230
H 2.7072 -0.9042 0.9701 -0.9 -2.4 2.9 0.205
H 4.1082 -0.1578 0.2877 0.1 -0.5 -0.2 0.244
H 3.0400 1.6627 1.7186 -1.0 -1.3 -1.3 0.245
H 2.9863 1.8866 0.0309 0.3 1.3 -1.6 0.215
H 1.0162 1.6094 -1.3958 2.1 2.4 -2.0 0.213
H 0.7687 0.4943 1.2299 -0.4 -0.2 0.8 0.429
H 0.7626 2.1699 1.0675 -0.2 0.1 0.1 0.444

36
Properties=species:S:1:pos:R:3:forces:R:3:nbo_charge:R:1 method="wB97M-V/def2-TZVPD" orbital_gap_ev=9.64 lumo_energy_ev=0.09 homo_ev=-9.54
O -3.6034 -0.2031 -2.2534 -2.8 3.2 -0.4 -0.468
C -2.8464 -1.0532 -2.1745 2.9 -3.4 0.5 0.557
Cl -1.2549 -0.9866 -2.9851 -0.3 -0.1 0.2 -0.055
C -3.0737 -2.3369 -1.3471 -0.2 0.7 -0.8 -0.187
O -2.0826 -2.3284 -0.3183 -0.9 -0.7 0.9 -0.783
P -2.0221 -3.7175 0.5044 1.8 -1.3 0.5 2.514
O -1.6704 -4.8427 -0.3198 -0.1 -1.0 -0.9 -1.082
O -3.4062 -3.9778 1.3077 0.7 1.7 -0.8 -0.945
O -0.8198 -3.5168 1.5916 -2.7 1.6 -0.5 -0.882
S -1.1078 -2.0787 2.5217 0.9 0.2 0.7 0.305
H -3.0191 -3.2168 -2.0026 0.3 0.1 0.3 0.239
H -4.1015 -2.2524 -0.9625 0.3 0.0 0.1 0.193
H -3.9100 -3.1489 1.2224 -0.4 -0.4 0.5 0.493
H -2.3780 -1.6811 2.2376 0.4 -0.5 -0.2 0.093
N -0.1020 0.7165 4.0180 0.2 -0.1 0.2 -0.430
C 1.0805 0.1089 4.1483 -0.2 0.0 -0.1 0.036
C 2.0597 0.5118 5.0426 0.0 0.0 0.0 -0.259
C 1.8034 1.6088 5.8468 0.1 0.0 0.1 -0.164
C 0.5853 2.2549 5.7282 0.0 0.0 0.0 -0.262
C -0.3270 1.7696 4.8050 -0.2 -0.1 -0.2 0.036
H 1.2389 -0.7441 3.4980 0.1 0.0 0.0 0.197
H 2.9984 -0.0214 5.1062 0.0 0.0 0.0 0.222
H 2.5435 1.9555 6.5574 0.0 0.0 0.0 0.218
H 0.3463 3.1157 6.3377 0.0 0.0 0.0 0.221
H -1.2951 2.2428 4.6802 0.0 0.0 0.1 0.192
N 1.3527 0.9471 -3.9377 0.1 0.1 -0.1 -0.419
C 0.8259 2.0857 -4.3874 -0.1 -0.1 0.1 0.034
C 1.5274 3.0163 -5.1384 0.0 0.0 0.0 -0.262
C 2.8534 2.7518 -5.4370 0.1 0.1 -0.1 -0.168
C 3.4213 1.5751 -4.9780 0.0 0.0 0.0 -0.262
C 2.6300 0.7107 -4.2374 -0.1 -0.1 0.1 0.035
H -0.2142 2.2507 -4.1261 0.0 0.0 0.0 0.195
H 1.0468 3.9233 -5.4792 0.0 0.0 0.0 0.220
H 3.4369 3.4535 -6.0203 0.0 0.0 0.0 0.216
H 4.4539 1.3319 -5.1893 0.0 0.0 0.0 0.220
H 3.0302 -0.2242 -3.8598 0.1 0.0 0.0 0.194

31
Properties=species:S:1:pos:R:3:forces:R:3:nbo_charge:R:1 method="wB97M-V/def2-TZVPD" orbital_gap_ev=9.25 e_above_lowest_kcal_mol=1.7 smiles=CCCNCc1nnc(-c2ccccc2Cl)o1 lumo_energy_ev=0.29 homo_ev=-8.96
C -4.4936 -1.9307 0.0476 -0.1 0.2 0.1 -0.608
C -4.5200 -0.5894 0.7716 0.3 0.0 0.0 -0.398
C -3.1810 0.1421 0.7095 -0.2 0.0 0.2 -0.222
N -2.9375 0.6541 -0.6312 0.0 -0.2 -0.2 -0.608
H -2.9367 -0.1240 -1.2836 0.0 0.1 0.0 0.366
C -1.6967 1.3759 -0.7645 0.0 0.3 -0.1 -0.274
C -0.4741 0.5283 -0.6263 -0.1 -0.5 0.0 0.455
N -0.4079 -0.7605 -0.7116 -1.4 0.8 -0.2 -0.312
N 0.8791 -1.1066 -0.5399 1.3 0.0 0.2 -0.272
C 1.5535 -0.0138 -0.3563 -0.6 -0.6 -0.1 0.425
C 2.9712 0.1550 -0.1284 0.4 0.2 0.1 -0.087
C 3.8544 -0.9288 -0.0671 -0.1 0.3 0.0 -0.019
C 5.2069 -0.7123 0.1540 -0.1 0.0 0.0 -0.229
C 5.6901 0.5732 0.3147 -0.1 0.0 0.0 -0.185
C 4.8246 1.6552 0.2558 0.0 0.0 0.0 -0.220
C 3.4791 1.4463 0.0364 0.0 -0.1 0.0 -0.178
H 2.7970 2.2815 -0.0113 0.0 0.1 0.0 0.227
H 5.1994 2.6593 0.3809 0.0 0.1 0.0 0.220
H 6.7439 0.7306 0.4862 0.1 0.0 0.0 0.220
H 5.8709 -1.5606 0.1979 0.0 -0.1 0.0 0.231
Cl 3.2903 -2.5365 -0.2621 0.4 -0.4 0.0 0.062
O 0.7377 1.0764 -0.3991 0.1 0.1 0.0 -0.416
H -1.6585 2.1720 -0.0126 0.0 0.0 -0.1 0.215
H -1.6757 1.8501 -1.7538 0.1 0.1 0.2 0.224
H -3.2083 1.0056 1.3834 0.0 -0.1 0.0 0.185
H -2.3817 -0.5347 1.0497 -0.1 0.1 0.0 0.176
H -4.7706 -0.7545 1.8214 0.0 0.0 0.0 0.202
H -5.2875 0.0516 0.3354 -0.1 0.1 0.1 0.205
H -5.4307 -2.4604 0.2029 -0.1 -0.1 -0.1 0.211
H -3.6810 -2.5490 0.4226 0.1 -0.1 0.0 0.208
H -4.3566 -1.7956 -1.0222 0.0 -0.1 -0.2 0.197

34
Properties=species:S:1:pos:R:3:forces:R:3:nbo_charge:R:1 method="wB97M-V/def2-TZVPD" orbital_gap_ev=9.25 smiles="CCCn1nnnc1NC(=O)CSc1ccc(Cl)cc1" lumo_energy_ev=0.26 homo_ev=-8.99
C -1.4158 -2.1262 2.3072 0.2 0.0 -0.2 -0.603
C -0.4469 -2.4261 1.1725 0.0 0.1 0.1 -0.408
H 0.1337 -3.3204 1.3987 -0.1 0.0 -0.1 0.226
C 0.5069 -1.2558 0.9565 -0.5 -0.2 0.6 -0.213
N 1.4555 -1.5625 -0.0813 0.9 0.8 -1.2 -0.179
C 2.1230 -0.7656 -0.9521 -0.2 -0.9 0.5 0.467
N 2.8307 -1.5274 -1.7601 0.1 1.3 -0.1 -0.328
N 2.6070 -2.7727 -1.3703 0.3 -0.8 -0.5 -0.057
N 1.8109 -2.8155 -0.3898 -0.6 -0.7 0.9 -0.066
N 2.0491 0.6065 -1.0648 0.2 0.0 -0.3 -0.628
C 2.0262 1.4954 -0.0151 0.2 0.1 -0.1 0.683
O 2.0209 1.1512 1.1389 0.0 0.0 0.1 -0.577
C 1.9431 2.9352 -0.4661 -0.5 0.2 0.2 -0.621
H 2.0907 3.0649 -1.5371 0.1 0.0 0.0 0.216
H 2.6606 3.5398 0.0875 0.0 -0.1 -0.1 0.267
S 0.3133 3.6249 0.0265 0.1 0.0 -0.1 0.279
C -0.7803 2.2901 -0.3924 0.2 0.3 0.0 -0.212
C -1.7493 1.9241 0.5340 0.1 0.0 -0.1 -0.150
C -2.6149 0.8826 0.2583 -0.1 -0.1 -0.1 -0.250
C -2.4939 0.1912 -0.9390 0.1 0.2 0.1 -0.045
C -1.5450 0.5669 -1.8788 -0.1 -0.1 0.0 -0.224
C -0.7014 1.6291 -1.6114 -0.2 0.0 0.1 -0.210
H 0.0080 1.9450 -2.3602 0.0 0.0 -0.1 0.218
H -1.4739 0.0385 -2.8164 0.0 -0.1 -0.1 0.235
Cl -3.5363 -1.1466 -1.2646 -0.1 -0.1 0.0 0.021
H -3.3741 0.6009 0.9706 -0.1 -0.1 0.1 0.235
H -1.8149 2.4571 1.4693 0.0 0.0 0.1 0.226
H 2.3366 0.9316 -1.9777 -0.1 0.1 0.1 0.423
H -0.0462 -0.3612 0.6586 0.1 -0.1 0.0 0.217
H 1.0508 -1.0271 1.8787 -0.1 0.0 -0.2 0.227
H -1.0005 -2.6115 0.2501 0.0 -0.1 0.0 0.209
H -1.9939 -1.2317 2.0883 -0.1 0.1 0.0 0.198
H -2.1024 -2.9571 2.4431 -0.1 0.0 0.1 0.218
H -0.8772 -1.9674 3.2382 0.0 0.0 0.2 0.205

The evaluated F_max for the records listed, in turn: 0.054, 0.059, 0.093, 0.087, 0.032, 0.034 Eh/bohr.
The evaluated E_tot for the records listed, in turn: -3477.7392, -11522.6206, -1035.0562, -2151.1621, -1165.3509, -1673.0676 Eh.